Record 1
Entry from OMol25: a molecular structure, C35H31AlN6O2SbSe4 in a non-equilibrium geometry (wB97M-V/def2-TZVPD).

Each line ends with the Löwdin charge.
Atoms and positions in Å:
Al: -0.946 0.440 0.028  -0.17
C: 1.828 3.472 1.737  -0.03
O: 2.490 2.185 1.603  0.05
C: 1.555 1.377 1.101  -0.27
N: 0.397 1.846 0.812  0.17
C: 0.411 3.269 1.140  -0.20
C: 0.083 4.084 -0.077  -0.19
C: -1.127 4.758 -0.144  -0.02
C: -1.463 5.473 -1.284  -0.06
C: -0.592 5.511 -2.359  -0.08
C: 0.617 4.831 -2.299  -0.09
C: 0.952 4.122 -1.161  -0.05
C: 1.809 -0.048 0.868  -0.11
C: 2.953 -0.770 1.165  0.04
C: 2.938 -2.132 0.898  -0.01
C: 1.804 -2.737 0.345  0.05
C: 0.718 -1.933 0.057  -0.10
N: 0.732 -0.625 0.323  0.17
C: -0.550 -2.307 -0.593  -0.29
N: -1.403 -1.389 -0.823  0.16
C: -2.453 -1.974 -1.665  -0.25
C: -2.149 -3.479 -1.539  -0.07
O: -0.781 -3.541 -0.998  0.05
C: -2.325 -1.345 -3.030  -0.17
C: -1.436 -1.816 -3.986  -0.04
C: -1.291 -1.157 -5.197  -0.08
C: -2.033 -0.016 -5.457  -0.11
C: -2.919 0.460 -4.505  -0.08
C: -3.067 -0.199 -3.297  -0.05
H: 2.425 4.206 1.192  0.13
H: 1.807 3.704 2.804  0.13
H: -0.354 3.442 1.896  0.13
H: -1.824 4.692 0.680  0.11
H: -2.416 5.978 -1.338  0.11
H: -0.861 6.049 -3.256  0.10
H: 1.281 4.830 -3.150  0.11
H: 1.880 3.567 -1.132  0.12
H: 3.802 -0.279 1.612  0.13
H: 3.806 -2.732 1.123  0.11
H: 1.764 -3.793 0.128  0.13
H: -3.436 -1.754 -1.238  0.02
H: -2.139 -4.022 -2.480  0.12
H: -2.805 -3.949 -0.801  0.04
H: -0.826 -2.688 -3.789  0.11
H: -0.587 -1.526 -5.929  0.10
H: -1.900 0.515 -6.386  0.09
H: -3.496 1.350 -4.701  0.11
H: -3.775 0.158 -2.557  0.05
N: -0.629 2.873 -5.972  0.11
C: -0.375 2.564 -4.893  -0.40
N: 0.041 2.299 -3.700  0.13
C: -0.385 1.720 -2.694  -0.25
N: -0.601 1.229 -1.645  0.22
Se: -3.866 -2.870 1.403  0.00
Sb: -5.257 -0.931 0.868  -0.15
Se: -6.491 0.067 2.679  -0.19
Se: -6.179 -0.997 -1.368  -0.16
Se: -3.314 1.013 0.567  0.64
C: -2.869 -0.306 4.038  -0.07
C: -1.965 0.634 3.215  -0.56
C: -2.560 2.027 3.388  -0.10
C: -1.955 0.175 1.745  -0.53
C: -0.573 0.497 3.814  -0.17
C: 0.092 1.527 4.470  -0.04
C: 1.311 1.316 5.098  -0.10
C: 1.890 0.061 5.102  -0.11
C: 1.235 -0.982 4.460  -0.09
C: 0.035 -0.762 3.815  -0.04
H: -2.580 -1.347 3.920  0.05
H: -2.821 -0.043 5.094  0.09
H: -3.900 -0.218 3.704  0.00
H: -3.594 2.019 3.031  0.05
H: -2.035 2.801 2.833  0.05
H: -2.577 2.303 4.441  0.09
H: -2.244 -0.889 1.722  -0.06
H: -0.355 2.510 4.514  0.10
H: 1.800 2.139 5.605  0.10
H: 2.827 -0.110 5.609  0.09
H: 1.664 -1.976 4.467  0.10
H: -0.472 -1.583 3.330  0.12

Computed properties:
HOMO energy = -4.12 eV
HOMO-LUMO gap = 0.16650 Ha
maximum force = 1.8 eV Å⁻¹
total charge = -1

Record 2
Entry from OMol25: 2 unconnected molecules or ions with the total composition C22H38F3I2N2O9P2S in a non-equilibrium geometry (wB97M-V/def2-TZVPD).

Each line ends with the Löwdin charge.
Atoms and positions in Å:
C: -2.786 5.613 -3.611  -0.13
O: -2.334 4.249 -3.975  -0.29
C: -1.724 4.219 -5.317  -0.23
C: -1.006 2.761 -5.538  -0.16
C: 0.473 2.625 -4.775  -0.18
C: 0.522 1.253 -3.863  -0.20
C: -0.308 1.551 -2.483  -0.15
C: -0.155 0.388 -1.316  -0.36
C: 0.035 -1.148 -1.888  -0.18
C: -0.806 -2.300 -1.081  -0.19
C: 0.067 -3.717 -1.250  -0.15
O: -0.699 -4.681 -2.104  -0.13
C: -1.436 -5.594 -1.172  -0.27
C: -0.887 -7.109 -0.781  -0.02
O: -2.579 -5.191 -0.578  -0.02
C: -1.538 0.568 -0.468  -0.44
P: -3.248 0.192 -1.180  0.61
O: -3.838 -1.182 -0.219  -0.42
I: -3.244 -0.646 -3.482  0.57
O: -1.333 1.984 -0.016  -0.17
C: 0.052 1.934 0.562  -0.50
C: -0.282 1.790 2.153  -0.08
C: 0.930 2.306 3.163  -0.21
O: 0.931 3.780 3.358  -0.06
C: 0.531 1.678 4.662  -0.16
F: -0.859 2.201 4.933  0.00
F: 1.386 2.297 5.738  0.02
F: 0.567 0.186 4.681  0.00
N: 0.782 3.267 0.336  0.00
C: -0.109 4.303 0.211  -0.48
S: -1.351 5.460 -0.071  0.73
N: 0.801 0.864 -0.197  -0.55
I: 1.619 -0.620 1.051  1.32
P: 2.365 1.621 -0.745  0.97
O: 3.155 0.341 -1.691  -0.35
O: 3.372 1.673 0.719  -0.41
H: -3.334 5.646 -2.577  0.08
H: -3.509 6.082 -4.434  0.11
H: -1.795 6.266 -3.494  0.10
H: -2.628 4.269 -6.090  0.14
H: -1.031 5.148 -5.534  0.14
H: -1.774 1.933 -5.161  0.09
H: -0.921 2.600 -6.711  0.13
H: 0.707 3.610 -4.188  0.12
H: 1.255 2.499 -5.662  0.12
H: 1.589 0.796 -3.722  0.10
H: -0.104 0.441 -4.474  0.11
H: -1.441 1.730 -2.815  0.10
H: 0.054 2.630 -2.122  0.12
H: -0.281 -1.269 -3.033  0.10
H: 1.205 -1.382 -1.887  0.10
H: -0.892 -2.136 0.077  0.08
H: -1.867 -2.542 -1.509  0.08
H: 0.245 -4.237 -0.204  0.14
H: 1.112 -3.555 -1.751  0.13
H: -1.759 -7.903 -0.833  0.10
H: -0.468 -7.126 0.335  0.11
H: -0.015 -7.454 -1.486  0.09
H: -1.507 -0.092 0.508  0.11
H: -3.904 -0.924 0.749  0.07
H: -1.184 2.545 2.366  0.16
H: -0.723 0.727 2.473  0.13
H: 1.980 1.856 2.914  0.14
H: -0.021 4.137 3.330  0.13
H: 3.484 0.744 -2.554  0.08
H: 3.936 2.501 0.722  0.09
C: 2.203 -2.659 6.337  -0.17
C: 1.998 -4.152 6.382  -0.17
C: 1.389 -4.429 5.025  -0.20
O: 1.918 -3.448 4.123  -0.16
C: 2.585 -2.436 4.890  -0.22
H: 2.959 -2.298 7.038  0.12
H: 1.258 -2.149 6.557  0.12
H: 2.968 -4.656 6.466  0.12
H: 1.367 -4.484 7.209  0.12
H: 0.301 -4.311 5.046  0.12
H: 1.625 -5.432 4.657  0.12
H: 3.663 -2.560 4.741  0.12
H: 2.294 -1.446 4.527  0.08

Computed properties:
HOMO energy = -11.41 eV
HOMO-LUMO gap = 0.24047 Ha
maximum force = 8.9 eV Å⁻¹
total charge = +1